1.
59
Properties=species:S:1:pos:R:3:lowdin_charge:R:1 method="wB97M-V/def2-TZVPD" homo_lumo_gap_ev=5.6 charge=0
Pb -0.562 -0.827 0.876 1.415
N 1.244 4.288 1.449 0.065
C 0.579 3.205 0.943 -0.658
S 1.763 2.247 0.017 1.081
N -0.665 3.075 1.227 0.044
N -1.256 1.919 0.706 -0.086
C -2.532 1.981 0.690 -0.158
C -3.352 0.924 0.069 -0.258
C -4.700 0.833 0.423 -0.037
C -5.545 -0.062 -0.208 -0.061
C -5.054 -0.852 -1.244 -0.068
C -3.729 -0.763 -1.625 -0.044
C -2.858 0.097 -0.958 -0.518
O -1.550 0.115 -1.301 -0.487
H 2.115 4.586 1.044 0.081
H 0.650 5.012 1.819 0.108
H -3.044 2.862 1.074 0.107
H -5.083 1.504 1.182 0.123
H -6.587 -0.111 0.072 0.110
H -5.720 -1.514 -1.780 0.115
H -3.342 -1.331 -2.461 0.126
C 3.528 0.043 3.241 -0.024
C 3.780 -0.443 1.849 -0.270
N 4.990 -0.387 1.362 0.123
C 5.207 -0.820 0.097 -0.098
C 4.228 -1.320 -0.714 -0.154
C 4.593 -1.752 -2.109 -0.205
O 4.382 -3.144 -2.344 -0.059
C 2.899 -1.386 -0.209 -0.079
C 1.879 -1.946 -1.071 -0.035
N 0.603 -1.965 -0.894 -0.038
C -0.156 -2.560 -1.947 -0.337
C 0.106 -2.221 -3.271 -0.038
C -0.606 -2.797 -4.308 -0.059
C -1.594 -3.732 -4.038 -0.072
C -1.887 -4.061 -2.724 -0.159
C -1.184 -3.460 -1.689 -0.649
I -1.785 -3.899 0.249 0.978
C 2.660 -0.947 1.095 -0.330
O 1.501 -0.952 1.685 -0.289
H 4.460 0.409 3.665 0.080
H 3.127 -0.756 3.867 0.085
H 2.781 0.839 3.242 0.077
H 6.227 -0.746 -0.260 0.110
H 5.637 -1.484 -2.297 0.118
H 3.989 -1.235 -2.857 0.127
H 4.925 -3.634 -1.717 0.097
H 2.261 -2.426 -1.970 0.126
H 0.842 -1.456 -3.476 0.101
H -0.399 -2.498 -5.326 0.112
H -2.153 -4.189 -4.843 0.110
H -2.676 -4.766 -2.500 0.092
O 1.020 0.876 -0.507 -0.718
O 0.800 0.850 -1.925 -0.546
Se -5.113 1.747 -4.225 -0.073
Sb -3.612 2.595 -2.647 0.212
Se -0.648 1.246 -4.461 0.231
Se -3.930 4.599 -1.465 -0.081
Se -0.855 1.784 -2.358 0.533


2.
87
Properties=species:S:1:pos:R:3:lowdin_charge:R:1 method="wB97M-V/def2-TZVPD" homo_lumo_gap_ev=9.8 smiles=C1CCOC1.C1CCOC1.C1CCOC1.BrCCBr.BrCCBr.BrCCBr.BrCCBr.BrCCBr.BrCCBr charge=0
C 1.829 -3.385 0.802 -0.157
C 2.132 -3.828 -0.632 -0.144
C 0.996 -4.850 -0.956 -0.188
O 0.225 -4.986 0.225 -0.174
C 0.995 -4.549 1.331 -0.200
H 1.203 -2.492 0.796 0.070
H 2.759 -3.243 1.348 0.105
H 3.137 -4.242 -0.742 0.107
H 2.091 -3.047 -1.396 0.098
H 1.347 -5.842 -1.272 0.118
H 0.428 -4.460 -1.808 0.113
H 1.657 -5.344 1.713 0.126
H 0.311 -4.310 2.144 0.105
C -3.514 3.317 0.112 -0.145
C -4.648 2.499 0.734 -0.138
C -3.972 1.262 1.316 -0.216
O -2.570 1.488 1.255 -0.214
C -2.265 2.451 0.231 -0.191
H -3.331 4.240 0.669 0.112
H -3.729 3.640 -0.909 0.093
H -5.440 2.261 0.023 0.109
H -5.144 3.150 1.458 0.108
H -4.186 0.353 0.725 0.069
H -4.185 0.913 2.328 0.084
H -2.105 1.850 -0.681 0.066
H -1.341 2.949 0.506 0.123
C -2.156 3.406 -3.555 -0.169
C -1.983 3.367 -5.093 -0.162
C -2.201 1.885 -5.380 -0.236
O -3.248 1.510 -4.539 -0.127
C -3.141 2.252 -3.312 -0.194
H -2.582 4.360 -3.258 0.106
H -1.158 3.201 -3.182 0.048
H -0.994 3.752 -5.349 0.110
H -2.725 3.981 -5.608 0.110
H -1.266 1.363 -5.109 0.085
H -2.340 1.719 -6.446 0.122
H -2.701 1.562 -2.580 0.077
H -4.140 2.551 -3.010 0.114
Br -2.518 -1.753 -0.329 0.735
C -2.686 -3.718 -0.506 -0.626
C -3.338 -4.212 0.748 -0.719
Br -3.342 -6.167 0.783 0.623
H -1.649 -4.019 -0.549 0.010
H -3.211 -3.972 -1.417 0.065
H -4.377 -3.911 0.838 0.053
H -2.825 -3.847 1.632 0.004
Br 4.625 2.583 1.270 0.607
C 4.935 3.981 -0.060 -0.701
C 3.779 4.051 -1.014 -0.741
Br 4.096 5.431 -2.349 0.628
H 5.793 3.669 -0.656 0.044
H 5.192 4.901 0.443 0.055
H 2.841 4.234 -0.486 0.054
H 3.610 3.135 -1.568 0.003
Br -0.113 -0.440 6.946 0.612
C -1.639 -1.403 6.184 -0.654
C -1.502 -1.499 4.671 -0.755
Br -3.179 -1.623 3.692 0.689
H -2.556 -0.887 6.456 0.045
H -1.705 -2.395 6.620 0.062
H -1.020 -2.433 4.400 -0.014
H -0.841 -0.755 4.238 -0.063
Br 5.466 0.952 -2.800 0.626
C 4.056 0.033 -3.826 -0.674
C 3.094 1.036 -4.410 -0.720
Br 1.723 0.118 -5.447 0.628
H 3.545 -0.554 -3.055 0.042
H 4.555 -0.692 -4.455 0.053
H 3.594 1.714 -5.097 0.056
H 2.635 1.578 -3.594 -0.017
Br 1.706 -2.764 4.838 0.661
C 3.344 -1.773 4.383 -0.664
C 3.326 -0.465 5.116 -0.742
Br 4.947 0.562 4.797 0.626
H 3.418 -1.643 3.308 0.038
H 4.154 -2.426 4.697 0.054
H 3.275 -0.544 6.197 0.044
H 2.455 0.128 4.835 0.010
Br 0.760 0.044 2.403 0.786
C 0.046 0.199 0.609 -0.713
C 0.962 1.108 -0.193 -0.660
Br 0.355 1.097 -2.042 0.759
H -0.944 0.637 0.611 -0.008
H 0.103 -0.802 0.223 -0.018
H 1.965 0.683 -0.180 0.042
H 1.048 2.115 0.200 0.051


3.
14
Properties=species:S:1:pos:R:3:lowdin_charge:R:1 method="wB97M-V/def2-TZVPD" homo_lumo_gap_ev="8.0 / 7.7" charge=+1
C 0.742 -2.858 0.406 -0.050
C 0.389 1.431 -0.565 0.072
C -0.890 1.337 -0.101 -0.331
C 2.195 -0.181 -0.575 0.318
N 0.089 -0.523 0.482 0.088
N 0.298 -3.787 0.900 0.109
N 0.930 0.196 -0.186 -0.155
N -1.863 2.227 -0.177 0.202
O -1.080 0.115 0.466 0.144
H 1.058 2.151 -1.062 0.163
H 2.389 -1.124 -0.944 0.015
H -0.270 -4.495 1.392 0.121
H -1.425 3.065 -0.578 0.146
H -2.562 2.445 0.542 0.158


4.
77
Properties=species:S:1:pos:R:3:lowdin_charge:R:1 method="wB97M-V/def2-TZVPD" homo_lumo_gap_ev=4.7 charge=+2
C 2.035 4.412 -0.532 -0.021
C 1.044 3.938 -1.415 -0.220
C 1.406 3.693 -2.775 0.012
C 2.754 3.807 -3.108 -0.125
N 3.652 4.141 -2.200 0.072
C 3.362 4.478 -0.966 -0.128
C -0.213 3.702 -0.765 0.078
C -1.428 3.666 -0.471 0.078
C -2.490 3.163 0.363 -0.220
C -2.354 1.831 0.756 -0.129
C -3.415 1.220 1.514 -0.244
C -4.164 2.195 2.175 -0.619
C -4.455 3.411 1.640 -0.069
C -3.594 3.956 0.716 0.051
Ca -1.953 1.267 3.289 1.469
P 2.200 -0.293 0.344 0.895
H 0.692 3.362 -3.533 0.122
H 1.789 4.635 0.513 0.118
H 3.090 3.586 -4.121 0.123
H 4.114 4.777 -0.238 0.119
H -3.741 4.984 0.352 0.158
H -1.662 1.223 0.160 0.082
H -5.339 3.911 1.975 0.131
H -3.161 0.264 2.050 0.069
C 2.805 -2.047 0.606 -0.439
C 3.896 -2.484 -0.316 -0.162
H 1.891 -2.655 0.496 0.048
H 3.080 -2.094 1.668 0.068
H 4.109 -3.529 -0.117 0.078
H 3.600 -2.405 -1.358 0.068
H 4.828 -1.947 -0.160 0.058
C 2.316 -0.015 -1.494 -0.422
C 3.690 0.395 -1.979 -0.155
H 1.570 0.772 -1.709 0.050
H 1.952 -0.929 -1.990 0.051
H 3.683 0.432 -3.073 0.081
H 3.950 1.395 -1.615 0.057
H 4.478 -0.313 -1.698 0.054
C 3.449 0.817 1.143 -0.441
C 4.861 0.292 1.139 -0.162
H 3.087 0.952 2.178 0.057
H 3.359 1.800 0.660 0.053
H 5.495 0.980 1.699 0.078
H 4.915 -0.686 1.620 0.065
H 5.280 0.234 0.133 0.058
Br -5.060 1.577 3.920 0.741
P -1.423 -1.463 -0.867 0.933
C -0.443 -2.453 -2.189 -0.394
C -1.114 -3.717 -2.688 -0.153
H 0.528 -2.682 -1.710 0.045
H -0.214 -1.772 -3.021 0.070
H -0.421 -4.276 -3.322 0.081
H -1.384 -4.386 -1.870 0.061
H -1.990 -3.521 -3.317 0.068
C -2.508 -2.711 -0.064 -0.454
C -3.862 -2.966 -0.675 -0.153
H -2.599 -2.299 0.951 0.033
H -1.951 -3.646 0.056 0.072
H -4.450 -3.602 -0.016 0.075
H -4.439 -2.054 -0.801 0.061
H -3.820 -3.512 -1.619 0.071
C -2.531 -0.364 -1.827 -0.459
C -2.967 -0.818 -3.201 -0.143
H -2.006 0.600 -1.894 0.056
H -3.400 -0.163 -1.198 0.057
H -3.542 -0.029 -3.689 0.078
H -2.112 -1.014 -3.846 0.068
H -3.634 -1.684 -3.171 0.068
N -0.339 -2.114 3.914 0.032
C -0.520 -2.779 5.092 -0.027
C -1.317 -1.975 5.882 -0.044
C -1.700 -0.872 5.112 -0.191
N -1.042 -0.901 3.922 -0.124
H 0.105 -2.539 3.085 0.178
H -0.129 -3.777 5.285 0.147
H -1.643 -2.175 6.879 0.113
H -2.534 -0.207 5.332 0.084


no.,DFT total energy (eV)
1,-332912.083
2,-872318.169
3,-12221.526
4,-141227.910